C31H37CaF5N3OSTe | ωB97M-V/def2-TZVPD

## Properties
Net charge ... -1
Energy above the lowest of the compared OMol25 structures with the same formula, charge and spin ... 93.6 kJ/mol
Gap between HOMO and LUMO ... 0.2520 Eh
E_tot ... -89428.1543 eV
Largest force on an atom ... 1.46 eV/Å

Structure (XYZ):
```
80
C31H37CaF5N3OSTe | the OMol25 dataset | ωB97M-V/def2-TZVPD
Ca -0.0268 0.6685 -0.8148
C 3.3837 -3.1659 3.2023
C 2.0563 -3.1730 2.4383
C 1.5033 -4.5982 2.3562
C 1.0580 -2.2157 3.0752
C 0.7597 -2.3873 4.4221
C -0.0676 -1.5069 5.0951
C -0.6024 -0.4339 4.4059
C -0.3517 -0.2352 3.0525
C -0.9828 0.9806 2.3960
C -0.2711 2.2714 2.8027
C -2.4905 1.0678 2.6359
C 0.4709 -1.1457 2.3704
N 0.7487 -1.0104 0.9765
C 0.2992 -2.0088 0.2687
C 0.3591 -2.1903 -1.1341
C 0.0943 -3.3845 -1.8242
C 0.3644 -3.1332 -3.1621
C 0.7699 -1.7842 -3.2334
N 0.7797 -1.2239 -2.0251
C 1.1401 -0.9608 -4.4462
C 0.2036 0.2501 -4.5449
C 1.0095 -1.7962 -5.7189
C 2.5857 -0.4705 -4.2992
H 4.1203 -3.7767 2.6757
H 3.2664 -3.5769 4.2080
H 3.7815 -2.1551 3.2855
H 2.2707 -2.8351 1.4255
H 1.3012 -4.9940 3.3549
H 2.2260 -5.2589 1.8725
H 0.5728 -4.6403 1.7881
H 1.2043 -3.2176 4.9585
H -0.2848 -1.6481 6.1467
H -1.2386 0.2699 4.9292
H -0.8755 0.8674 1.3216
H -0.3136 2.4002 3.8869
H -0.7607 3.1350 2.3425
H 0.7770 2.2531 2.5043
H -2.7147 1.2794 3.6836
H -2.9834 0.1380 2.3510
H -2.9193 1.8738 2.0358
H -0.2068 -2.8163 0.8070
H -0.2267 -4.3161 -1.3806
H 0.2790 -3.8292 -3.9816
H -0.8436 -0.0563 -4.5477
H 0.4111 0.8242 -5.4525
H 0.3581 0.9240 -3.6968
H -0.0166 -2.1422 -5.8596
H 1.6633 -2.6696 -5.6798
H 1.2923 -1.2003 -6.5903
H 2.7076 0.1099 -3.3839
H 2.8708 0.1509 -5.1537
H 3.2732 -1.3168 -4.2436
C 0.4276 3.9358 -1.1020
C -1.0597 3.8321 -0.9103
C -1.8227 5.0005 -0.6968
C -3.1674 4.8858 -0.5288
C -3.7873 3.6190 -0.5826
C -5.1825 3.4797 -0.4172
C -5.7310 2.2296 -0.4805
C -4.9255 1.1045 -0.7056
C -3.5502 1.1732 -0.8706
S -2.6443 -0.2894 -1.1359
C -2.9631 2.4867 -0.8034
N -1.6074 2.6342 -0.9495
H 0.7446 4.9762 -1.1480
H 0.7353 3.4512 -2.0316
H 0.9778 3.4515 -0.2927
H -1.3268 5.9612 -0.6649
H -3.7837 5.7613 -0.3564
H -5.7862 4.3623 -0.2446
H -6.7991 2.0963 -0.3564
H -5.3820 0.1241 -0.7509
F 2.6368 0.7904 2.1017
Te 3.4102 0.4925 0.4077
F 4.5271 0.5669 -1.1074
F 3.0755 -1.1977 -0.2894
F 4.5211 1.9336 0.8776
F 4.5899 -0.5116 1.4591
O 2.0882 1.4604 -0.3227
```